22
Properties=species:S:1:pos:R:3:mulliken_charge:R:1 method="wB97M-V/def2-TZVPD" e_homo_ha=-0.498 e_above_lowest_kcal_mol=69.2 e_tot_ev=-13009.62697 lumo_ev=-3.197 total_charge=+1
O 1.059 -1.331 -2.631 -0.371
C 0.399 -1.475 -1.646 -0.195
C 0.016 -0.272 -0.882 -0.133
N -0.338 -0.643 0.563 -0.116
C -1.613 0.070 1.118 -0.814
H 0.286 -2.496 -1.284 0.332
H 0.807 0.483 -0.795 0.296
H -0.785 0.481 -1.449 0.339
H -0.397 -1.701 0.729 0.425
H 0.399 -0.224 1.234 0.250
H -2.368 -0.037 0.308 0.432
H -1.270 1.044 1.722 0.263
H -1.962 -0.636 1.966 0.342
H -5.256 1.902 -4.174 0.318
H -4.139 2.484 -5.195 0.337
O -4.356 2.046 -4.332 -0.655
H 3.749 0.569 4.444 0.294
H 4.090 -0.905 4.539 0.302
O 3.504 -0.275 4.214 -0.618
H 1.938 0.503 3.037 0.332
H 1.802 1.772 2.330 0.275
O 1.376 0.975 2.387 -0.636


23
Properties=species:S:1:pos:R:3:mulliken_charge:R:1 method="wB97M-V/def2-TZVPD" e_homo_ha=-0.544 e_above_lowest_kcal_mol=51.2 e_tot_ev=-15058.50985 lumo_ev=-3.032 total_charge=+1
O -1.916 -0.862 0.890 -0.454
C -1.349 0.135 1.698 0.449
C 0.044 0.451 1.443 -0.625
N 0.642 0.244 0.078 -0.011
C 2.093 0.595 0.039 -0.936
O -1.829 0.432 2.752 -0.466
H -2.820 -1.172 1.034 0.355
H 0.685 -0.076 2.189 0.532
H 0.124 1.658 1.586 0.314
H 0.601 -0.859 -0.159 0.281
H 0.030 0.824 -0.379 0.506
H 2.542 0.265 -0.900 0.383
H 2.676 0.332 0.906 0.385
H 2.256 1.738 -0.044 0.338
H 0.356 -3.500 -0.338 0.281
H 1.472 -2.907 -1.246 0.312
O 0.624 -2.755 -0.853 -0.611
H -1.112 2.740 0.773 0.285
H -1.987 2.443 -0.504 0.319
O -1.117 2.319 -0.068 -0.629
H -0.588 -1.034 -2.329 0.254
H -1.113 -0.510 -3.558 0.326
O -0.312 -0.500 -3.009 -0.588


20
Properties=species:S:1:pos:R:3:mulliken_charge:R:1 method="wB97M-V/def2-TZVPD" e_homo_ha="0.015 / 0.015" e_above_lowest_kcal_mol=48.3 e_tot_ev=-12117.57293 lumo_ev="3.437 / 3.437" total_charge=-1
C -1.921 -3.042 -0.985 -1.069
Pb -0.553 -1.147 -1.335 -1.741
N -2.138 0.298 -0.019 -2.415
H 0.762 -1.826 -0.269 -0.076
H -1.224 -2.439 -0.189 0.291
H -1.459 -4.032 -1.081 0.249
H -2.086 -2.641 -1.996 0.169
H -2.894 -3.070 -0.487 0.685
H -2.120 1.229 -0.450 0.714
H -1.736 0.398 0.912 0.429
H -3.119 0.011 0.070 1.175
C 2.679 2.288 1.068 -1.271
C 1.812 1.629 0.014 -0.386
O 0.612 1.024 0.560 0.618
H 2.103 2.971 1.698 0.332
H 3.463 2.870 0.577 0.343
H 3.174 1.548 1.704 0.382
H 1.451 2.350 -0.726 0.328
H 2.355 0.844 -0.530 0.128
H 0.838 0.737 1.463 0.114


21
Properties=species:S:1:pos:R:3:lowdin_spin:R:1 method="wB97M-V/def2-TZVPD" e_homo_ha="-0.463 / -0.507" e_above_lowest_kcal_mol=9.3 e_tot_ev=-19522.91722 lumo_ev="-5.137 / -4.524" s2=2.01 multiplicity=3 total_charge=+1
C -1.042 2.454 -0.735 0.020
W 0.012 0.795 -1.318 1.728
N 1.311 -0.927 -2.036 0.041
H 0.136 1.436 -2.732 0.020
H 2.311 -0.685 -2.088 0.002
H -1.275 0.360 -2.013 -0.004
H -1.502 2.985 -1.580 0.014
H -0.287 3.112 -0.257 -0.003
H -1.826 2.190 -0.003 0.010
H 1.258 -1.801 -1.496 0.007
H 1.039 -1.173 -2.997 0.004
C -0.805 -0.529 2.670 0.001
S -0.362 -0.176 0.926 0.023
C 1.128 -1.232 0.998 0.023
O -1.710 -0.748 0.456 0.105
H 0.016 -0.226 3.351 0.001
H -1.081 -1.596 2.815 0.000
H -1.678 0.103 2.948 0.001
H 1.516 -1.351 2.028 0.003
H 0.886 -2.244 0.614 -0.001
H 1.956 -0.748 0.445 0.002


20
Properties=species:S:1:pos:R:3:lowdin_spin:R:1 method="wB97M-V/def2-TZVPD" e_homo_ha="-0.279 / -0.535" e_above_lowest_kcal_mol=0.0 e_tot_ev=-19127.05155 lumo_ev="-3.263 / -6.926" s2=6.01 multiplicity=5 total_charge=+1
C -1.016 1.521 0.462 0.387
Pd 0.042 -0.083 -0.052 1.296
N 1.277 -1.627 -0.682 0.040
H -0.379 0.222 -1.668 0.110
H 2.270 -1.364 -0.742 0.008
H -1.118 0.558 -1.265 0.112
H -1.374 2.102 -0.397 0.020
H -0.267 2.105 1.021 0.048
H -1.848 1.164 1.079 0.026
H 1.186 -2.382 0.008 0.016
H 0.993 -1.993 -1.598 0.002
C -0.514 -2.442 3.484 0.287
S -0.529 -1.085 2.265 1.290
C 0.733 -0.076 3.067 0.211
H -1.027 -3.301 3.044 0.012
H -1.081 -2.097 4.356 0.035
H 0.501 -2.723 3.774 0.028
H 0.227 0.550 3.818 0.032
H 1.481 -0.709 3.559 0.022
H 1.220 0.557 2.315 0.019


20
Properties=species:S:1:pos:R:3:mulliken_charge:R:1 method="wB97M-V/def2-TZVPD" e_homo_ha=-0.400 e_above_lowest_kcal_mol=9.1 e_tot_ev=-9480.52791 smiles=CCC.O.O.O lumo_ev=0.635
C 0.963 1.284 -1.271 -0.993
C -0.005 0.223 -1.849 -0.116
C 0.378 -1.193 -1.492 -1.113
H 1.598 1.706 -2.056 0.341
H 0.418 2.120 -0.826 0.186
H 1.626 0.840 -0.530 0.286
H -1.039 0.456 -1.573 0.268
H -0.013 0.384 -2.932 0.293
H 0.071 -1.920 -2.258 0.335
H -0.050 -1.584 -0.580 0.218
H 1.462 -1.326 -1.384 0.350
O -2.034 -1.034 0.941 -0.600
H -1.216 -0.998 1.448 0.289
H -2.351 -1.914 0.907 0.281
O -0.419 1.584 2.136 -0.679
H -1.047 1.013 1.655 0.327
H -0.645 2.479 1.847 0.314
O 0.563 -0.997 2.391 -0.693
H 0.488 -0.018 2.361 0.394
H 1.252 -1.106 3.064 0.311


22
Properties=species:S:1:pos:R:3:mulliken_charge:R:1 method="wB97M-V/def2-TZVPD" e_homo_ha=-0.334 e_above_lowest_kcal_mol=19.1 e_tot_ev=-31150.63843 smiles=CCSSC.O.O.O lumo_ev=0.066
C -0.046 -1.920 0.416 -0.685
C -1.489 -1.463 0.307 -0.621
S -1.776 0.287 -0.500 -0.125
S -0.971 1.737 0.890 -0.068
C 0.304 2.596 -0.013 -0.462
H 0.577 -1.306 1.068 0.270
H -0.051 -2.877 0.922 0.342
H 0.370 -2.016 -0.597 0.237
H -1.980 -1.414 1.265 0.257
H -2.119 -2.127 -0.295 0.397
H 0.331 2.285 -1.066 0.068
H 1.297 2.323 0.362 0.200
H 0.121 3.666 0.063 0.334
O 0.884 0.178 -2.876 -0.695
H -0.001 -0.137 -2.631 0.305
H 0.706 1.076 -3.155 0.307
O 2.493 -0.457 -0.774 -0.620
H 2.528 0.348 -0.257 0.271
H 1.932 -0.176 -1.526 0.397
O -0.766 -0.198 3.086 -0.608
H -0.699 0.194 2.176 0.148
H -1.643 -0.599 3.136 0.350


21
Properties=species:S:1:pos:R:3:lowdin_spin:R:1 method="wB97M-V/def2-TZVPD" e_homo_ha="-0.518 / -0.518" e_above_lowest_kcal_mol=25.6 e_tot_ev=-11518.04773 lumo_ev="-3.334 / -9.546" s2=0.75 multiplicity=2 total_charge=+1
C -1.405 -0.218 0.818 0.019
C -0.631 1.075 0.776 0.203
C 0.944 0.937 0.663 0.182
O -1.003 1.937 -0.218 0.448
H -2.361 -0.095 1.329 0.011
H -1.576 -0.568 -0.195 0.005
H -0.869 -0.902 1.474 0.002
H -0.696 1.683 1.712 0.090
H 1.237 0.420 1.572 0.008
H 1.147 0.343 -0.223 0.018
H 1.474 1.876 0.617 0.001
H -1.709 1.512 -0.780 0.004
H 0.781 -3.121 3.255 0.000
H 0.281 -3.985 2.079 0.000
O 1.033 -3.824 2.653 0.000
H 0.467 2.328 -1.831 0.001
H 1.375 2.417 -3.062 0.000
O 0.954 1.796 -2.462 0.004
H 0.825 -0.722 -2.740 0.000
H -0.386 -1.642 -3.076 0.000
O 0.117 -1.247 -2.363 0.003